The following is a DFT calculation (the ωB97M-V functional and the def2-TZVPD basis) of 8 unconnected molecules or ions with the total composition C23H53BBr4O28P5.

Values from the calculation:
HOMO: -7.85 eV
Kohn-Sham gap: 9.846 eV

ORCA input file:
```
! wB97M-V def2-TZVPD RIJCOSX def2/J DEFGRID3
* xyz -1 1
O 5.77966 2.26734 10.98867
C 6.76060 1.61608 11.14833
O 7.71869 1.88644 12.02605
B 8.88127 0.99687 11.77270
O 8.29660 -0.08361 10.97050
C 7.13716 0.27386 10.46211
O 6.50678 -0.28133 9.61130
O 9.45815 0.50509 13.03127
C 10.65459 1.03867 13.20460
O 11.37785 0.89752 14.13902
C 10.96823 1.88783 11.94441
O 9.97023 1.70622 11.09120
O 11.94182 2.52915 11.71217
Br 11.14667 5.05193 8.82920
C 10.38825 3.65012 7.69030
C 9.11370 3.10199 8.25863
Br 8.85941 1.32089 7.45081
H 11.15603 2.88508 7.76992
H 10.41129 4.03180 6.67752
H 8.26222 3.76140 8.13376
H 9.24477 2.84221 9.30364
Br 14.10408 3.51132 9.59157
C 15.09505 2.92187 11.13660
C 15.38983 1.45526 11.16767
Br 16.51760 1.08498 12.70533
H 14.53172 3.23826 12.01567
H 15.97719 3.54997 11.25867
H 15.90953 1.17155 10.25650
H 14.49269 0.85420 11.27014
C 4.99996 7.32888 14.95862
O 4.70890 5.94433 14.82430
P 4.47320 4.99229 16.08022
O 3.53725 5.55247 17.04508
O 4.09426 3.62513 15.41615
C 2.87172 3.51066 14.67139
O 5.92563 4.75153 16.62490
C 6.93418 4.25147 15.72068
H 5.89066 7.53982 14.35734
H 5.23701 7.68307 15.96088
H 4.18367 7.88656 14.49986
H 3.11229 2.78438 13.90173
H 2.54168 4.44755 14.22534
H 2.09954 3.16846 15.35781
H 7.55821 3.59060 16.31021
H 7.48326 5.08669 15.30126
H 6.48817 3.71795 14.88974
C 6.91056 -2.51981 7.66818
O 7.13035 -3.20272 6.40832
P 8.48019 -3.97425 6.21893
O 9.05877 -4.70379 7.33225
O 8.11922 -4.87206 4.95153
C 9.08743 -5.85352 4.61184
O 9.51464 -2.90839 5.62340
C 9.07553 -2.06625 4.55650
H 7.59714 -1.72171 7.93517
H 6.99870 -3.24280 8.48398
H 5.87644 -2.20051 7.63596
H 9.51182 -6.33390 5.48843
H 9.88609 -5.44096 3.98085
H 8.63022 -6.56634 3.92310
H 9.47990 -2.44323 3.61373
H 9.61456 -1.12442 4.70133
H 8.01736 -1.83320 4.48662
C 14.60900 -2.63471 13.18955
O 13.16776 -2.66985 13.23860
P 12.45918 -3.80393 12.38282
O 13.02590 -4.04612 11.06401
O 12.52981 -5.09297 13.29776
C 11.91752 -5.08805 14.60242
O 10.94142 -3.42004 12.48282
C 10.46699 -2.29272 11.72301
H 15.07142 -2.25822 14.09697
H 14.82599 -2.09602 12.26948
H 15.04260 -3.63879 13.09666
H 11.43185 -4.15707 14.88758
H 12.72716 -5.33769 15.28783
H 11.16313 -5.87450 14.61155
H 9.41533 -2.41097 11.48285
H 11.03383 -2.23939 10.79302
H 10.58283 -1.38067 12.30518
C 10.99378 6.08157 13.11224
O 9.90864 6.46121 13.91538
P 10.07291 6.58126 15.47793
O 11.32432 7.22808 15.88240
O 8.74816 7.27810 15.90777
C 8.58072 7.94482 17.15221
O 9.85199 5.12989 16.06586
C 10.88312 4.14397 16.13930
H 11.15949 5.01191 12.94613
H 11.93097 6.39276 13.58761
H 10.98849 6.53010 12.12194
H 8.63485 9.02350 16.98453
H 9.36069 7.70596 17.87322
H 7.58402 7.72054 17.52241
H 10.52254 3.18991 15.76421
H 11.19283 4.06672 17.18040
H 11.76157 4.42527 15.55276
C 16.09247 -0.80455 17.26084
O 16.70629 0.20362 16.46369
P 16.56405 1.76336 16.75357
O 16.11427 2.11399 18.09638
O 15.71767 2.25358 15.50677
C 14.29288 2.03902 15.54332
O 17.99067 2.36082 16.45741
C 18.85418 1.81483 15.46369
H 15.17902 -0.47775 17.75637
H 16.80165 -1.10068 18.04078
H 15.88872 -1.70040 16.67736
H 13.97182 1.93368 14.50830
H 13.77003 2.93300 15.88445
H 14.03648 1.15356 16.11864
H 19.47165 2.62100 15.08419
H 18.28541 1.25230 14.73162
H 19.53231 1.08711 15.92182
*
```



The following is a DFT calculation (the ωB97M-V functional and the def2-TZVPD basis) of 3 unconnected molecules or ions with the total composition C23H53BN3O8P2S.

Values from the calculation:
HOMO (alpha / beta): -9.67 / -10.78 eV
Kohn-Sham gap (alpha / beta): 7.123 / 8.225 eV

ORCA input file:
```
! wB97M-V def2-TZVPD RIJCOSX def2/J DEFGRID3
* xyz 1 3
C 2.27143 1.58006 5.25167
O 2.84048 0.31147 4.86291
B 2.73370 -0.13032 3.60860
O 1.67414 0.06596 2.77731
N 3.93976 -0.99684 3.07223
C 4.12163 -2.11791 4.12831
C 4.97066 -3.33582 3.70648
C 6.02892 -3.60610 4.79551
C 4.13335 -4.60627 3.52808
P 3.55662 -1.79305 1.33390
O 2.99988 -0.55415 0.52853
O 2.23173 -2.50844 1.95766
P 5.37997 0.04823 2.99064
O 6.52045 -0.98453 2.64186
O 5.64756 0.39912 4.51865
S 5.11130 1.49725 1.81633
H 2.95606 2.02722 5.96556
H 1.30917 1.42212 5.73278
H 2.14326 2.22566 4.38556
H 0.86016 -0.36923 3.04105
H 4.54807 -1.61677 4.99240
H 3.11591 -2.43030 4.40451
H 5.51368 -3.14048 2.78501
H 5.61403 -4.22904 5.58815
H 6.41629 -2.69071 5.24683
H 6.86803 -4.15528 4.36897
H 3.38854 -4.70393 4.31807
H 3.64134 -4.66121 2.55899
H 4.78516 -5.47764 3.58727
H 2.05719 -0.35359 0.65284
H 2.05023 -3.33891 1.50510
H 7.10309 -1.22387 3.37493
H 5.72995 1.35743 4.61637
C 0.50085 2.48491 0.78032
C -0.89821 2.02833 0.32352
C -1.16548 2.45373 -1.12097
C -1.43128 3.94789 -1.28303
C -2.53665 4.40991 -0.33473
C -2.28050 4.03637 1.12942
N -1.96958 2.56882 1.21737
O -3.03113 1.84012 1.19256
C -1.14427 4.88929 1.70865
C -3.52061 4.31671 1.97043
C -0.92208 0.50258 0.40546
H 1.22395 1.69582 0.57675
H 0.86081 3.37402 0.26647
H 0.52419 2.67406 1.85348
H -2.03206 1.89789 -1.49016
H -0.31477 2.15261 -1.73903
H -0.51667 4.52387 -1.11776
H -1.73145 4.14861 -2.31267
H -2.66343 5.49296 -0.39500
H -3.48496 3.96255 -0.64774
H -0.87230 4.54218 2.70690
H -1.49212 5.91834 1.79401
H -0.24925 4.90665 1.09321
H -4.40234 3.82481 1.56869
H -3.69847 5.39225 1.97950
H -3.37863 3.97994 2.99793
H -0.78950 0.16582 1.43631
H -0.10749 0.11350 -0.21184
H -1.85460 0.08629 0.03448
C -4.35036 -2.61040 -5.90056
C -3.26811 -2.81125 -4.82121
C -3.86296 -2.65234 -3.41751
C -4.19697 -1.20887 -3.04714
C -2.99202 -0.29726 -3.26414
C -2.39694 -0.39469 -4.66950
N -2.13847 -1.83562 -4.98961
O -1.04391 -2.25669 -4.45680
C -3.33037 0.26106 -5.69636
C -1.07609 0.36616 -4.73182
C -2.71541 -4.22277 -4.98955
H -4.79182 -3.57323 -6.15395
H -5.16315 -1.96272 -5.57668
H -3.92482 -2.19661 -6.81388
H -3.14501 -3.04515 -2.68999
H -4.75515 -3.27958 -3.35081
H -5.05392 -0.84902 -3.62218
H -4.49874 -1.16764 -1.99880
H -3.26859 0.74344 -3.07511
H -2.21143 -0.55464 -2.53923
H -2.97251 0.08238 -6.71077
H -3.33590 1.33773 -5.52473
H -4.35995 -0.07733 -5.63160
H -0.38112 0.03334 -3.96403
H -1.27983 1.42766 -4.58142
H -0.59848 0.23873 -5.70351
H -2.23895 -4.34012 -5.96348
H -3.54483 -4.92707 -4.92073
H -1.98792 -4.46848 -4.22047
*
```



The following is a DFT calculation (the ωB97M-V functional and the def2-TZVPD basis) of a molecular structure, C23H53CsN7O15S2.

Values from the calculation:
HOMO: -6.98 eV
Kohn-Sham gap: 7.901 eV

ORCA input file:
```
! wB97M-V def2-TZVPD RIJCOSX def2/J DEFGRID3
* xyz -1 1
Cs -22.39412 7.83427 14.90914
S -19.30198 8.21841 13.55354
O -20.27951 7.29644 12.93541
O -19.76446 9.61432 13.33439
O -19.34964 8.00440 15.02140
O -17.94554 8.00714 13.02153
C -26.78432 5.38611 12.73654
C -25.38072 5.91359 12.59447
O -25.04999 6.98427 13.08739
N -24.52575 5.12084 11.91039
C -23.09386 5.34855 11.82275
H -27.18739 5.12879 11.75842
H -27.36778 6.15400 13.23202
H -26.78032 4.50475 13.37899
H -24.92783 4.32059 11.45504
H -22.58116 4.38869 11.74703
H -22.75481 5.78368 12.75599
H -22.82548 5.92764 10.94417
C -18.43695 9.73468 9.65721
C -17.04927 10.20898 10.06131
O -16.33970 10.82789 9.27092
N -16.67046 9.92234 11.33710
C -15.33997 10.21964 11.77512
H -19.07927 10.61744 9.64894
H -18.88926 9.04555 10.37220
H -18.35042 9.31033 8.66167
H -17.27164 9.32051 11.89505
H -14.58164 9.81450 11.10105
H -15.14197 9.71466 12.72977
H -15.12001 11.26985 11.97757
C -17.53207 12.96682 14.28371
C -18.50598 12.88843 15.43490
O -18.50254 13.71903 16.34081
N -19.31558 11.79631 15.45530
C -20.12740 11.50013 16.58770
H -17.42072 14.01454 14.01723
H -17.81294 12.29188 13.47755
H -16.55107 12.65427 14.65215
H -19.35046 11.17184 14.64950
H -20.65196 12.35667 17.01200
H -19.53615 11.08955 17.42029
H -20.87497 10.71437 16.38959
C -19.17043 5.16626 16.73538
C -19.70932 5.98986 17.88455
O -19.83455 5.52502 19.01584
N -19.88506 7.30917 17.60707
C -20.21432 8.33448 18.57378
H -19.95892 4.57625 16.25965
H -18.51834 4.40701 17.16978
H -18.62357 5.74980 16.00186
H -19.77167 7.64798 16.64788
H -20.73451 7.90302 19.43172
H -20.90317 9.06869 18.15950
H -19.30567 8.79976 18.96235
C -16.62577 6.37522 10.22022
C -15.41620 6.14588 11.08377
O -14.40340 5.66422 10.59995
N -15.50561 6.49774 12.38458
C -14.37387 6.45931 13.27707
H -17.39246 6.97599 10.71708
H -17.06909 5.41745 9.94701
H -16.29774 6.90467 9.32818
H -16.33970 6.96700 12.71598
H -14.01837 7.47188 13.51261
H -13.55063 5.89360 12.86090
H -14.66666 6.05248 14.25008
C -22.28035 8.78863 10.63590
C -22.16073 10.30033 10.50717
O -22.78579 10.90671 9.64209
N -21.36398 10.90361 11.39939
C -21.03975 12.30835 11.37815
H -21.35084 8.30364 10.93148
H -22.51208 8.42122 9.63648
H -23.10838 8.58020 11.31302
H -20.84029 10.34602 12.07252
H -21.46702 12.77401 10.49280
H -19.95875 12.46446 11.34196
H -21.43130 12.81237 12.26505
C -18.49242 4.23038 12.70626
C -19.09050 4.21362 11.31985
O -18.85178 3.29469 10.53722
N -19.75902 5.32390 10.94827
C -20.17598 5.55713 9.58625
H -17.43885 3.95889 12.62802
H -18.96381 3.50550 13.36890
H -18.50039 5.22829 13.15131
H -19.83022 6.09123 11.61617
H -21.00774 6.25724 9.60818
H -20.49644 4.62738 9.12206
H -19.34242 5.96599 9.00987
C -16.45319 9.37165 15.59540
C -16.51475 8.00208 16.20257
O -15.47729 8.00168 17.21834
S -14.30919 9.00508 16.85114
O -13.21221 8.29696 16.31471
O -14.10931 9.89610 17.93260
O -15.07227 9.76886 15.68032
H -17.07364 10.07077 16.16153
H -16.76499 9.41110 14.55805
H -16.35183 7.16954 15.51725
H -17.42858 7.80883 16.75350
*
```



The following is a DFT calculation (the ωB97M-V functional and the def2-TZVPD basis) of 3 unconnected molecules or ions with the total composition C23H53F8N9O4P3S.

Values from the calculation:
HOMO: -5.27 eV
Kohn-Sham gap: 6.291 eV

ORCA input file:
```
! wB97M-V def2-TZVPD RIJCOSX def2/J DEFGRID3
* xyz -1 1
C 0.39536 -6.65841 -1.37214
N 0.26485 -5.19429 -1.14510
C -1.13780 -4.69273 -1.04979
P -1.57206 -3.06356 -2.00615
S 0.19715 -3.18028 -3.28860
C -3.11867 -2.98518 -0.85717
C -4.52255 -2.58337 -1.50712
N -5.54863 -2.47945 -0.66606
C -2.66480 -4.05203 -3.22895
C -1.97595 -5.13324 -4.19290
C -1.70406 -4.59801 -5.70003
F -0.33807 -4.86085 -6.05703
F -1.83887 -3.18726 -5.80113
F -2.59072 -5.20069 -6.63309
C -0.39286 -2.22533 -0.70608
O -0.65660 -1.75070 0.42267
N 1.11979 -2.16441 -0.94585
C 1.65714 -1.00421 -0.19141
O 1.73646 0.14695 -0.61805
F 2.17883 -1.27796 1.12352
C -1.90650 -1.31766 -2.74047
F -2.34638 -0.48310 -1.62034
F -2.90206 -1.15881 -3.72045
C -0.69087 -0.44707 -3.31872
F -0.54242 -0.51899 -4.74881
F -1.15055 0.94172 -3.18498
H 0.83926 -7.17915 -0.45233
H 1.19019 -6.79622 -2.20446
H -0.53442 -7.19397 -1.74356
H 0.75050 -5.02642 -0.24460
H -1.83955 -5.56434 -1.22631
H -1.24979 -4.42609 0.07506
H 0.62162 -4.42297 -3.60246
H -3.30776 -4.05540 -0.46303
H -3.03628 -2.33138 0.06114
H -4.78060 -2.42524 -2.59289
H -5.19567 -2.69355 0.29266
H -3.32805 -4.73584 -2.56532
H -3.40805 -3.50770 -3.87318
H -1.11073 -5.71621 -3.75611
H -2.78669 -5.93969 -4.38883
H 1.58758 -2.95912 -0.48085
H 0.27737 -0.42518 -2.74795
O -5.63980 1.58647 1.06533
P -4.70365 2.80410 0.99727
N -3.53908 2.07703 2.01665
C -2.99371 2.56589 3.26426
C -2.84317 0.89900 1.50777
N -5.75690 3.81516 1.91899
C -5.42646 4.48951 3.16100
C -7.17815 3.48085 1.92879
N -3.64914 4.22173 0.81410
C -4.26869 5.22982 -0.08412
C -2.31240 3.96666 0.24176
H -2.61252 3.58901 3.18638
H -2.14786 1.96780 3.61358
H -3.73908 2.51876 4.06181
H -2.02792 1.18256 0.83321
H -3.51829 0.24740 0.94609
H -2.42207 0.28170 2.30556
H -5.52181 3.81924 4.02230
H -6.10087 5.33656 3.32855
H -4.42748 4.92484 3.15343
H -7.39164 2.65782 2.62110
H -7.52139 3.19652 0.93263
H -7.78962 4.33996 2.22593
H -4.40958 4.82774 -1.09176
H -3.64630 6.12744 -0.14539
H -5.24098 5.56470 0.28115
H -2.37721 3.39104 -0.68644
H -1.66443 3.43376 0.93814
H -1.78918 4.90462 0.03231
O 6.65529 -0.66013 1.66904
P 5.95076 0.69727 1.83639
N 6.13590 1.09941 0.18642
C 6.77423 2.26064 -0.39496
C 5.41372 0.29476 -0.79197
N 7.23413 1.38356 2.76488
C 7.98290 2.58277 2.43581
C 8.10872 0.46747 3.49126
N 5.07163 2.22113 2.09155
C 4.63674 2.35052 3.50626
C 3.84038 2.40709 1.29413
H 6.40288 3.20064 0.02443
H 6.60284 2.33675 -1.47196
H 7.85862 2.21382 -0.27035
H 4.36716 0.60916 -0.86637
H 5.41692 -0.76509 -0.52158
H 5.85730 0.35369 -1.78952
H 8.78297 2.37484 1.71695
H 8.44988 3.00166 3.33392
H 7.35206 3.38299 2.04969
H 8.85510 0.01482 2.82763
H 7.53450 -0.33014 3.96577
H 8.64151 0.97920 4.30011
H 3.93984 1.55298 3.77980
H 4.15226 3.31664 3.67479
H 5.47760 2.31265 4.20089
H 3.17513 1.54292 1.37799
H 4.05680 2.57923 0.23959
H 3.29351 3.29840 1.61624
*
```



The following is a DFT calculation (the ωB97M-V functional and the def2-TZVPD basis) of a molecular structure, C23H53O3P3Tc.

Values from the calculation:
HOMO (alpha / beta): -21.64 / -21.26 eV
Kohn-Sham gap (alpha / beta): 8.229 / 3.796 eV

ORCA input file:
```
! wB97M-V def2-TZVPD RIJCOSX def2/J DEFGRID3
* xyz 4 4
Tc 0.06590 -0.25415 -0.48683
C 0.91936 -0.52498 -2.18688
O 1.43697 -0.57488 -3.22508
C 0.75967 1.51687 -0.43352
O 1.06506 2.50406 0.02567
P -1.91737 0.35928 -1.56311
C -3.26236 1.12689 -0.46641
H -4.06080 1.49341 -1.12916
C -1.75627 1.63838 -2.94333
H -0.95815 2.29036 -2.54411
C -2.88761 -1.00547 -2.40251
H -3.10606 -1.68619 -1.56098
C 2.53261 -3.12507 -0.01185
P 2.21177 -1.36008 0.50875
H 3.34566 -1.61876 2.65808
H 1.64241 -3.64695 0.37710
C 3.84390 -0.50345 0.12327
H 4.57342 -1.32263 0.24543
C -1.27403 1.06658 -4.28695
H -2.11604 0.84641 -4.96139
H -0.63986 0.18406 -4.19258
H -0.65495 1.82280 -4.79069
C -3.01067 2.50265 -3.18374
H -2.97953 2.91386 -4.20403
H -3.05982 3.34996 -2.48985
H -3.93687 1.92086 -3.10600
C -4.22799 -0.62018 -3.05570
H -4.89809 -0.05640 -2.39706
H -4.75960 -1.54672 -3.32652
H -4.08538 -0.06676 -3.99485
C -2.01252 -1.75842 -3.41033
H -2.30730 -2.81396 -3.42973
H -0.94967 -1.72219 -3.15085
H -2.13882 -1.36693 -4.42842
C -3.87025 0.09156 0.49013
H -4.76561 -0.38204 0.05525
H -4.17571 0.57588 1.42797
H -3.14555 -0.70206 0.73281
C -2.71574 2.33479 0.28339
H -1.99229 1.98081 1.02856
H -3.51812 2.83915 0.84669
H -2.21662 3.06970 -0.36387
C 3.78569 -3.79453 0.58065
H 4.05178 -3.45204 1.58655
H 4.65393 -3.66654 -0.08201
H 3.59776 -4.87744 0.64278
C 2.53516 -3.24735 -1.53473
H 3.37126 -2.69483 -1.98127
C 1.80443 -0.30612 3.14223
H 1.60103 -2.89006 -1.97253
H 2.65007 -4.30278 -1.80686
C 1.51887 -2.76439 2.89266
H 0.75461 -0.45105 3.39092
H 2.30709 -0.08589 4.08444
H 2.01061 0.58868 2.55397
C 2.28005 -1.52167 2.40041
H 1.18325 -2.61491 3.93035
H 2.15794 -3.65557 2.88819
H 0.63058 -2.96565 2.27530
C 4.23229 0.65299 1.05340
H 3.52986 1.49440 0.96657
H 5.21761 1.02966 0.74091
H 4.31664 0.34614 2.10197
C 3.91096 -0.02326 -1.32917
H 3.53901 -0.75575 -2.04695
H 4.95924 0.17265 -1.59155
H 3.35474 0.91511 -1.47394
H -0.28283 -0.60211 1.46909
H -1.56387 -0.45907 0.65756
C -0.37366 3.52278 2.17074
P -0.40764 1.84794 2.80739
C 0.61432 2.01979 4.24444
C -1.88592 1.05173 3.44233
O 0.26986 0.94186 1.88385
H 0.65950 3.87372 2.06655
H -0.83301 4.09076 2.98183
H -0.90856 3.78036 1.25578
H 0.10018 2.81635 4.76699
H 0.62937 1.13295 4.86510
H 1.61913 2.33367 3.98133
H -2.72837 0.92996 2.75805
H -1.66931 0.08639 3.91336
H -2.19072 1.73305 4.24656
*
```